{"formula": "C32H41N3OSc", "method": "ωB97M-V/def2-TZVPD", "total_energy_ev": -61065.848, "homo_lumo_gap_ev": 3.937, "largest_force_ev_per_a": 2.561, "homo_energy_ev": -1.728, "total_charge": -1, "lumo_ev": 2.21, "symbols": ["Sc", "N", "N", "C", "C", "C", "C", "H", "H", "H", "C", "C", "H", "H", "H", "C", "C", "H", "H", "H", "C", "H", "H", "H", "C", "H", "H", "H", "C", "H", "C", "H", "C", "H", "C", "H", "C", "C", "H", "C", "C", "H", "C", "H", "N", "C", "C", "C", "H", "C", "C", "H", "H", "H", "C", "H", "C", "C", "H", "H", "H", "C", "H", "H", "H", "C", "C", "C", "O", "C", "H", "H", "H", "H", "H", "H", "H", "H"], "xyz": [[-0.358, -0.150, 0.520], [-3.290, -1.546, 5.002], [1.279, 0.966, 1.372], [-1.186, 0.129, -1.675], [-2.003, 0.953, -0.844], [-3.001, 0.100, -0.194], [-4.192, 0.471, 0.386], [-4.417, 1.526, 0.531], [-4.393, -0.113, 3.148], [-4.906, -0.301, 0.662], [-2.571, -1.265, -0.446], [-3.370, -2.410, 0.032], [-4.418, -2.335, -0.301], [-3.385, -2.399, 1.132], [-2.965, -3.371, -0.311], [-1.523, -1.254, -1.391], [-1.120, -2.434, -2.200], [-0.954, -3.313, -1.563], [-0.207, -2.253, -2.777], [-1.921, -2.698, -2.913], [-2.119, 2.427, -0.862], [-2.862, 2.772, -1.600], [-1.160, 2.911, -1.089], [-2.450, 2.772, 0.126], [-0.419, 0.592, -2.864], [0.379, -0.106, -3.140], [0.057, 1.563, -2.687], [-1.088, 0.702, -3.735], [-2.631, -2.159, 5.973], [-3.199, -2.710, 6.735], [-1.222, -2.133, 6.110], [-0.743, -2.679, 6.917], [-0.480, -1.367, 5.193], [0.616, -1.298, 5.245], [-1.150, -0.597, 4.250], [-0.665, 0.130, 3.598], [-2.593, -0.697, 4.166], [-3.322, 0.016, 3.217], [-2.845, 0.822, 2.675], [1.434, 0.988, 0.031], [1.894, 2.122, 1.904], [2.084, 2.202, 2.963], [2.227, 2.938, 0.862], [2.557, 3.964, 0.849], [2.045, 2.164, -0.298], [2.464, 2.398, -1.616], [2.214, 3.628, -2.252], [2.584, 3.743, -3.593], [2.432, 4.694, -4.117], [3.113, 2.652, -4.285], [3.506, 2.804, -5.715], [3.306, 1.886, -6.274], [4.575, 3.035, -5.800], [2.941, 3.625, -6.162], [3.318, 1.429, -3.636], [3.730, 0.572, -4.175], [2.997, 1.281, -2.288], [3.181, -0.041, -1.615], [3.691, 0.001, -0.641], [3.810, -0.663, -2.270], [2.228, -0.591, -1.506], [1.488, 4.753, -1.580], [2.046, 5.182, -0.738], [0.490, 4.459, -1.218], [1.346, 5.562, -2.312], [1.586, -3.945, 1.266], [0.483, -4.045, 2.326], [-0.604, -3.121, 1.817], [0.126, -2.085, 1.068], [1.435, -2.582, 0.595], [2.585, -4.059, 1.683], [1.435, -4.717, 0.506], [0.838, -3.701, 3.305], [0.107, -5.062, 2.438], [-1.262, -3.614, 1.092], [-1.200, -2.622, 2.589], [2.201, -1.854, 0.894], [1.370, -2.642, -0.501]], "lowdin_charge": [0.996, 0.037, -0.059, -0.334, -0.332, -0.339, -0.043, 0.029, 0.021, 0.028, -0.285, -0.070, 0.081, 0.079, 0.064, -0.301, -0.051, 0.066, 0.067, 0.091, -0.066, 0.083, 0.049, 0.077, -0.045, 0.065, 0.065, 0.089, -0.227, 0.080, -0.178, 0.050, -0.168, 0.087, -0.120, 0.073, -0.442, -0.056, 0.008, -0.247, -0.102, 0.096, -0.044, 0.098, -0.030, -0.139, -0.193, -0.011, 0.117, -0.279, -0.067, 0.078, 0.083, 0.073, -0.004, 0.119, -0.196, -0.065, 0.097, 0.080, 0.057, -0.040, 0.067, 0.081, 0.079, -0.145, -0.135, -0.113, -0.274, -0.134, 0.111, 0.112, 0.116, 0.117, 0.112, 0.121, 0.119, 0.116]}

{"formula": "C32H42BBr75N2O2", "method": "ωB97M-V/def2-TZVPD", "total_energy_ev": -5294791.912, "homo_lumo_gap_ev": 8.097, "largest_force_ev_per_a": 7.544, "homo_energy_ev": -8.747, "total_charge": 0, "lumo_ev": -0.65, "symbols": ["N", "C", "C", "C", "C", "B", "N", "C", "C", "C", "O", "O", "H", "H", "H", "H", "H", "H", "H", "H", "H", "H", "H", "H", "H", "H", "H", "H", "H", "C", "Br", "Br", "Br", "H", "C", "Br", "Br", "Br", "H", "C", "Br", "Br", "Br", "H", "C", "Br", "Br", "Br", "H", "C", "Br", "Br", "Br", "H", "C", "Br", "Br", "Br", "H", "C", "Br", "Br", "Br", "H", "C", "Br", "Br", "Br", "H", "C", "Br", "Br", "Br", "H", "C", "Br", "Br", "Br", "H", "C", "Br", "Br", "Br", "H", "C", "Br", "Br", "Br", "H", "C", "Br", "Br", "Br", "H", "C", "Br", "Br", "Br", "H", "C", "Br", "Br", "Br", "H", "C", "Br", "Br", "Br", "H", "C", "Br", "Br", "Br", "H", "C", "Br", "Br", "Br", "H", "C", "Br", "Br", "Br", "H", "C", "Br", "Br", "Br", "H", "C", "Br", "Br", "Br", "H", "C", "Br", "Br", "Br", "H", "C", "Br", "Br", "Br", "H", "C", "Br", "Br", "Br", "H", "C", "Br", "Br", "Br", "H"], "xyz": [[-1.511, 1.590, 3.585], [-2.737, 1.924, 4.304], [-3.893, 2.168, 3.324], [-4.974, 3.067, 3.963], [-6.373, 2.329, 4.081], [-6.429, 1.911, 5.625], [-7.047, 2.791, 6.619], [-5.756, 0.550, 6.168], [-6.421, -0.753, 5.656], [-5.583, -2.004, 5.990], [-6.061, -3.003, 6.474], [-4.237, -1.968, 5.762], [-0.965, 0.923, 4.112], [-0.918, 2.401, 3.480], [-2.999, 1.100, 4.962], [-2.610, 2.809, 4.921], [-3.441, 2.683, 2.479], [-4.337, 1.233, 2.980], [-5.109, 3.949, 3.349], [-4.657, 3.374, 4.957], [-7.159, 3.023, 3.806], [-6.362, 1.471, 3.422], [-7.810, 3.289, 6.179], [-6.381, 3.468, 6.976], [-4.713, 0.571, 5.885], [-5.783, 0.517, 7.248], [-6.619, -0.734, 4.594], [-7.359, -0.887, 6.178], [-4.033, -1.271, 5.084], [-5.596, -1.051, 2.418], [-4.977, -1.002, 0.595], [-6.096, -2.855, 2.944], [-4.317, -0.216, 3.631], [-6.501, -0.453, 2.464], [-0.368, -2.979, 3.389], [1.434, -3.361, 3.955], [-0.451, -1.720, 1.961], [-1.337, -4.558, 2.915], [-0.878, -2.532, 4.231], [-10.513, 4.911, 5.416], [-8.910, 5.775, 4.787], [-12.096, 5.808, 4.800], [-10.535, 3.038, 4.966], [-10.508, 4.978, 6.494], [1.576, 0.541, -1.219], [2.530, 0.751, 0.442], [2.628, -0.505, -2.449], [-0.219, -0.128, -1.070], [1.465, 1.526, -1.645], [4.199, -3.298, -4.529], [5.970, -3.108, -5.251], [2.901, -3.579, -5.917], [4.127, -4.703, -3.211], [3.951, -2.376, -4.025], [10.365, -2.255, -4.538], [10.082, -4.114, -4.942], [10.055, -1.145, -6.085], [9.303, -1.684, -3.044], [11.402, -2.139, -4.260], [5.386, -7.351, -5.844], [7.199, -6.773, -5.575], [4.686, -6.697, -7.512], [5.208, -9.263, -5.681], [4.795, -6.906, -5.056], [-15.906, 6.033, 6.261], [-16.204, 4.495, 5.144], [-14.632, 5.662, 7.656], [-15.409, 7.579, 5.222], [-16.843, 6.265, 6.744], [0.526, 5.900, 1.319], [-0.063, 5.211, -0.381], [-0.091, 4.802, 2.774], [2.429, 6.169, 1.357], [0.064, 6.866, 1.452], [-13.172, -1.604, -1.751], [-13.018, -3.517, -1.913], [-13.046, -0.743, -3.468], [-14.773, -1.098, -0.815], [-12.336, -1.262, -1.161], [11.019, -1.638, -9.748], [12.906, -1.980, -9.612], [10.669, -0.168, -10.935], [10.033, -3.217, -10.224], [10.684, -1.345, -8.766], [-8.838, -3.437, -2.355], [-8.211, -3.351, -4.172], [-9.159, -5.253, -1.803], [-7.622, -2.554, -1.148], [-9.783, -2.916, -2.318], [-5.108, -6.944, 3.072], [-5.367, -5.900, 4.673], [-5.990, -6.143, 1.564], [-3.258, -7.312, 2.703], [-5.576, -7.903, 3.233], [16.029, -1.559, -12.161], [16.034, -2.338, -13.920], [17.676, -1.901, -11.226], [15.622, 0.320, -12.219], [15.239, -2.038, -11.603], [-6.110, 3.228, 10.392], [-4.577, 4.122, 9.641], [-7.752, 4.062, 9.847], [-6.047, 1.352, 9.986], [-6.047, 3.324, 11.465], [11.392, -7.150, -7.133], [13.291, -7.450, -7.020], [10.968, -5.753, -8.389], [10.436, -8.774, -7.523], [11.067, -6.816, -6.159], [1.592, -9.627, -7.194], [1.170, -11.468, -7.563], [1.397, -8.522, -8.753], [0.573, -8.944, -5.711], [2.633, -9.589, -6.907], [-0.071, -4.470, -9.030], [-0.419, -5.797, -7.682], [-0.606, -2.713, -8.456], [1.774, -4.500, -9.578], [-0.667, -4.722, -9.894], [11.805, 1.760, -7.432], [12.136, 2.232, -5.598], [10.576, 2.983, -8.273], [13.437, 1.601, -8.436], [11.336, 0.789, -7.430], [-2.059, 1.979, 11.161], [-0.665, 3.297, 11.361], [-1.712, 0.789, 9.693], [-2.370, 1.020, 12.801], [-2.967, 2.514, 10.927], [12.928, 4.334, -11.222], [12.470, 3.091, -12.612], [14.811, 4.290, -10.828], [12.321, 6.117, -11.610], [12.411, 4.007, -10.331], [-4.461, 2.590, 15.762], [-5.348, 3.794, 16.971], [-4.137, 0.873, 16.565], [-5.418, 2.413, 14.102], [-3.498, 3.020, 15.529], [-4.219, 3.383, -1.311], [-3.135, 3.823, 0.212], [-3.133, 2.912, -2.830], [-5.514, 2.013, -0.904], [-4.771, 4.272, -1.577], [-0.515, 4.986, 8.329], [-1.398, 6.345, 9.364], [-1.787, 3.934, 7.340], [0.847, 5.722, 7.186], [-0.028, 4.321, 9.025], [18.249, 5.909, -8.885], [17.602, 4.494, -7.751], [18.091, 7.626, -8.033], [20.047, 5.573, -9.482], [17.620, 5.929, -9.762]], "lowdin_charge": [0.024, -0.346, -0.356, -0.150, -0.090, -0.426, 0.144, -0.133, -0.148, -0.576, 0.058, -0.014, 0.059, -0.026, 0.056, 0.046, 0.012, -0.148, 0.105, 0.090, 0.071, 0.051, -0.010, 0.051, 0.034, 0.047, 0.031, 0.129, -0.095, -1.357, 0.584, 0.677, 1.117, -0.010, -1.657, 0.579, 0.541, 0.558, -0.036, -1.627, 0.591, 0.560, 0.604, -0.028, -1.621, 0.575, 0.602, 0.561, -0.037, -1.622, 0.560, 0.559, 0.604, -0.109, -1.600, 0.580, 0.651, 0.599, -0.022, -1.620, 0.540, 0.561, 0.617, -0.081, -1.640, 0.571, 0.552, 0.554, -0.033, -1.624, 0.547, 0.609, 0.588, -0.029, -1.659, 0.573, 0.570, 0.577, -0.035, -1.632, 0.584, 0.580, 0.570, -0.115, -1.643, 0.579, 0.560, 0.542, -0.061, -1.615, 0.601, 0.550, 0.552, -0.034, -1.659, 0.578, 0.572, 0.547, -0.081, -1.612, 0.590, 0.604, 0.635, -0.095, -1.651, 0.578, 0.509, 0.571, -0.067, -1.639, 0.580, 0.524, 0.562, -0.106, -1.627, 0.535, 0.573, 0.549, -0.028, -1.644, 0.588, 0.601, 0.567, -0.128, -1.626, 0.628, 0.577, 0.572, -0.128, -1.653, 0.562, 0.539, 0.586, -0.106, -1.650, 0.586, 0.578, 0.563, -0.033, -1.604, 0.606, 0.577, 0.557, -0.029, -1.653, 0.560, 0.572, 0.586, -0.112, -1.659, 0.554, 0.572, 0.573, -0.052]}

- Number 1 is which compound?
  C32H41N3OSc